Here is 2 unconnected molecules or ions with the total composition C11H18N4O4PS at a distorted geometry from OMol25. Energies are from the ωB97M-V functional and the def2-TZVPD basis.

Calculated values
* total energy: -1689.24420 hartree
* molar mass: 333.3 g/mol
* relative energy (zero: lowest compared OMol25 entry of this formula, charge and spin): 0.000 eV
* charge: +1

Element x y z (Å)
O 1.531 -0.786 1.308
P 1.855 -0.091 0.032
O 1.077 -0.731 -1.269
O 3.481 -0.325 -0.222
C 1.600 1.744 0.278
N 0.199 2.194 0.204
C -0.901 1.479 -0.408
C -1.572 1.918 -1.644
C -2.642 1.130 -2.223
C -3.103 -0.118 -1.630
C -2.475 -0.552 -0.382
C -1.413 0.239 0.191
C -0.088 3.378 0.750
N 0.833 4.213 1.427
C 0.053 5.257 1.826
N -1.248 5.152 1.418
N -1.316 3.977 0.747
H 0.826 0.001 -1.870
H 3.929 0.516 -0.012
H 2.094 2.008 1.254
H 2.208 2.270 -0.521
H -1.248 2.862 -2.134
H -3.128 1.445 -3.176
H -3.914 -0.726 -2.088
H -2.819 -1.503 0.075
H -0.933 -0.112 1.138
H 0.405 6.121 2.423
H -2.041 5.770 1.570
H -2.194 3.664 0.326
C 1.174 -6.394 0.269
S 0.095 -4.981 0.563
O -0.774 -4.824 -0.639
C 1.385 -3.729 0.459
H 0.564 -7.296 0.254
H 1.680 -6.281 -0.691
H 1.906 -6.466 1.075
H 1.879 -3.783 -0.514
H 2.112 -3.886 1.258
H 0.924 -2.754 0.578